Entry 1:
Computed, not measured: C9H14BCoF4N4Se as an isolated structure in a non-equilibrium geometry, with ωB97M-V/def2-TZVPD.

Computed properties:
orbital gap (alpha / beta)	6.20 / 6.31	eV

Geometry as ORCA input:
```
! RIJCOSX wB97M-V def2-TZVPD def2/J DEFGRID3
* xyz 2 1
Co 0.38 0.58 -0.57
N -0.33 -0.97 -1.37
C 0.58 -2.15 -1.48
C 1.87 -1.78 -2.19
C 2.75 -0.86 -1.36
N 2.13 0.50 -1.24
H -1.18 -1.23 -0.86
H -0.64 -0.66 -2.30
H 0.04 -2.93 -2.01
H 0.78 -2.50 -0.46
H 1.65 -1.33 -3.17
H 2.42 -2.69 -2.40
H 3.74 -0.73 -1.81
H 2.88 -1.25 -0.35
H 2.05 0.94 -2.16
H 2.74 1.12 -0.70
F -2.42 2.89 -3.16
B -1.35 3.63 -2.97
F -0.25 1.54 -1.87
F -0.42 3.70 -3.90
F -1.19 4.25 -1.82
Se 2.03 -0.16 2.34
N 0.58 0.13 1.28
C -0.52 0.07 2.04
C -1.86 0.28 1.61
C -2.84 0.20 2.55
C -2.59 -0.09 3.92
C -1.32 -0.27 4.37
C -0.25 -0.19 3.43
N 1.02 -0.34 3.76
H -2.10 0.57 0.59
H -3.87 0.37 2.24
H -3.42 -0.14 4.61
H -1.09 -0.47 5.41
*
```

Here are the Löwdin charges for atoms 1 to 5, given in e: Co 0.7415; N 0.0439; C -0.1494; C -0.1420; C -0.1601

---

Entry 2:
Computed, not measured: one molecule with the formula C3H8N2O2S in a non-equilibrium geometry, with ωB97M-V/def2-TZVPD.

Computed properties:
orbital gap (alpha / beta)	6.31 / 6.89	eV

Geometry as ORCA input:
```
! RIJCOSX wB97M-V def2-TZVPD def2/J DEFGRID3
* xyz 0 3
C 0.21 0.00 1.00
C 2.03 -0.34 -0.73
C -1.65 1.09 0.22
N 1.37 0.51 0.09
N -1.06 -0.29 0.48
O -1.43 -2.66 -0.48
O 0.28 -1.14 -1.50
S -1.20 -1.32 -1.08
H 0.66 -0.96 1.31
H 0.17 0.66 1.81
H 2.54 0.21 -1.50
H 2.20 -1.38 -0.37
H -1.58 1.44 -0.79
H -2.62 0.89 0.57
H -1.17 1.78 0.93
H 1.25 1.50 0.04
*
```

Here are the Löwdin charges for atoms 1 to 5, given in e: C -0.2565; C -0.1438; C -0.0887; N -0.0614; N -0.2268

---

Entry 3:
Computed, not measured: C3H2FGaLiO2 as an isolated structure in a non-equilibrium geometry, with ωB97M-V/def2-TZVPD.

Computed properties:
orbital gap (alpha / beta)	8.42 / 6.68	eV

Geometry as ORCA input:
```
! RIJCOSX wB97M-V def2-TZVPD def2/J DEFGRID3
* xyz 3 1
C -1.61 -0.37 -0.77
C -0.72 0.30 -0.05
H -1.32 -1.22 -1.37
H -2.67 -0.13 -0.68
F -1.14 1.19 0.84
O 1.50 1.38 1.21
C 1.69 0.77 0.20
O 0.57 -0.14 -0.02
Ga 3.34 0.14 -0.39
Li 0.37 -1.94 1.03
*
```

Here are the Löwdin charges for atoms 1 to 5, given in e: C 0.4071; C -0.2431; H 0.1598; H 0.1755; F 0.2964

---

Entry 4:
Computed, not measured: one molecule with the formula C4H6N2O, with ωB97M-V/def2-TZVPD.

Computed properties:
structure (SMILES)	Cn1[nH]ccc1=O
orbital gap	9.54	eV

Geometry as ORCA input:
```
! RIJCOSX wB97M-V def2-TZVPD def2/J DEFGRID3
* xyz 0 1
C 1.57 0.76 0.72
O -0.77 0.49 1.93
C -0.69 0.02 0.80
N 0.53 -0.11 0.14
N 0.25 -0.40 -1.23
C -1.12 -0.70 -1.29
C -1.73 -0.40 -0.13
H 1.42 1.85 0.59
H 1.49 0.62 1.81
H 2.56 0.48 0.41
H 0.84 -1.11 -1.67
H -1.56 -1.11 -2.19
H -2.78 -0.38 0.11
*
```

Here are the Löwdin charges for atoms 1 to 5, given in e: C -0.0237; O 0.0286; C -0.4912; N -0.0848; N 0.0333

---

Electronic energy: -130028.021 -21144.553 -62497.038 -9271.825 (eV)
Relative energy (zero: lowest compared OMol25 entry of this formula, charge and spin): 0.034 0.850 0.043 1.676 (eV)